1.
Formula: C6H15O2
Source: the OMol25 dataset
Level of theory: wB97M-V/def2-TZVPD

Results
relative energy (zero: lowest compared OMol25 entry of this formula, charge and spin) = 69.9 kcal per mole
spin multiplicity = 2
charge = -2
HOMO (alpha / beta) = 0.1392 / -0.0443 Ha
LUMO level (alpha / beta) = 0.2393 / 0.2384 Eh
gap between HOMO and LUMO (alpha / beta) = 2.73 / 7.69 eV

Geometry (Å):
C: -2.38646 -1.08029 1.38159
O: -1.87180 -2.19077 0.98433
C: -1.85696 0.03744 0.44778
C: -0.43662 -0.20841 0.03057
C: 0.15649 0.74903 -0.93178
C: 1.69444 0.84921 -0.84153
C: 2.50323 1.58661 -1.95998
H: -1.97120 -0.98877 2.46428
H: -3.49733 -1.17657 1.23268
H: -1.91882 1.03632 1.06883
H: -2.51667 0.51761 -0.31582
H: 0.10394 -0.64673 0.99956
H: -0.19371 -1.17598 -0.55255
H: -0.11140 0.52788 -2.04671
H: -0.32460 1.74571 -0.93365
H: 2.24969 -0.11620 -0.79479
H: 2.03602 1.36635 0.11634
H: 3.01610 2.33111 -1.40145
H: 3.22170 0.84545 -2.43464
H: 1.86388 1.88353 -2.79386
H: 0.66316 -1.39441 1.99027
H: -0.81231 -2.23826 1.99762
O: 0.38922 -2.25987 2.29289

So, what does the Löwdin scheme give us? The charges, in e, come out as: atom 1 (C): -0.535, atom 2 (O): -0.307, atom 3 (C): -0.231, atom 4 (C): -0.282, atom 5 (C): -0.306, atom 6 (C): -0.340, atom 7 (C): -0.589, atom 8 (H): 0.105, atom 9 (H): 0.080, atom 10 (H): 0.112, atom 11 (H): 0.089, atom 12 (H): 0.105, atom 13 (H): 0.142, atom 14 (H): 0.113, atom 15 (H): 0.080, atom 16 (H): 0.083, atom 17 (H): 0.090, atom 18 (H): -0.058, atom 19 (H): -0.034, atom 20 (H): -0.031, atom 21 (H): -0.081, atom 22 (H): 0.098, atom 23 (O): -0.302


2.
Formula: C6H7N
Source: the OMol25 dataset
Level of theory: wB97M-V/def2-TZVPD

Results
relative energy (zero: lowest compared OMol25 entry of this formula, charge and spin) = 81.6 kcal per mole
SMILES string = C[C@@]1(C#N)C=CC1
HOMO = -0.3662 Ha
LUMO level = 0.0301 Eh
gap between HOMO and LUMO = 10.78 eV

Geometry (Å):
C: -0.13463 -1.58202 0.98327
C: 1.61312 0.55162 -0.77102
C: 0.81599 -0.48585 -1.12212
C: 0.91037 0.69523 0.56686
C: -0.00931 -0.44104 0.12139
C: -1.72469 0.22629 -0.09804
N: -0.34209 -2.46621 1.65506
H: 2.23565 1.32152 -1.15127
H: 0.55488 -1.25770 -1.84567
H: 1.68651 0.58642 1.33724
H: 0.23182 1.52425 0.72875
H: -2.54633 -0.39790 -0.45428
H: -1.43257 1.04916 -0.81369
H: -1.85871 0.67622 0.86351

So, what does the Löwdin scheme give us? The charges, in e, come out as: atom 1 (C): -0.214, atom 2 (C): -0.018, atom 3 (C): -0.034, atom 4 (C): -0.142, atom 5 (C): -0.400, atom 6 (C): 0.052, atom 7 (N): 0.154, atom 8 (H): 0.090, atom 9 (H): 0.113, atom 10 (H): 0.125, atom 11 (H): 0.100, atom 12 (H): 0.059, atom 13 (H): 0.075, atom 14 (H): 0.041


3.
Formula: C26H16Cl2CoN2O5S
Source: the OMol25 dataset
Level of theory: wB97M-V/def2-TZVPD

Results
relative energy (zero: lowest compared OMol25 entry of this formula, charge and spin) = 4.2 kcal per mole
spin multiplicity = 4
charge = -2
HOMO (alpha / beta) = -0.0685 / -0.0690 Ha
LUMO level (alpha / beta) = 0.1603 / 0.1602 Eh
gap between HOMO and LUMO (alpha / beta) = 6.23 / 6.24 eV

Geometry (Å):
Co: 0.26621 0.73474 -0.35904
O: 5.67696 -2.16702 -0.54667
C: 4.43241 -1.63079 -0.42142
C: 4.04044 -0.97343 0.73604
C: 2.77599 -0.43025 0.77593
N: 1.94602 -0.53998 -0.24977
C: 2.31926 -1.15780 -1.36602
C: 3.56435 -1.73435 -1.49384
C: 1.31541 -1.05839 -2.52489
O: 1.48350 -1.82872 -3.48324
O: 0.43989 -0.16014 -2.34898
C: 2.26473 0.42029 1.94441
O: 2.93644 0.37619 2.99175
O: 1.21777 1.06697 1.67163
H: 6.15897 -1.95727 0.25524
H: 4.69089 -0.85286 1.59718
H: 3.84442 -2.22100 -2.42061
Cl: 3.04810 2.53130 -0.90196
C: 2.47183 3.84748 0.07535
C: 3.43880 4.59166 0.72720
C: 3.08203 5.70314 1.47106
C: 1.74652 6.05711 1.54227
C: 0.78704 5.29294 0.89345
Cl: -0.87189 5.83958 1.03918
C: 1.07963 4.12653 0.14450
S: -0.16407 3.19255 -0.62691
H: 4.47783 4.29038 0.64702
H: 3.83721 6.28811 1.98536
H: 1.43109 6.91978 2.11348
N: -1.45466 0.13401 -0.09979
C: -2.23640 -0.83561 -0.12135
C: -3.64900 -0.64982 -0.64428
C: -4.73822 -1.38489 -0.18372
C: -6.03159 -1.11483 -0.62922
C: -6.25555 -0.10118 -1.54947
C: -5.17137 0.64220 -2.01422
C: -3.88765 0.37111 -1.56275
C: -1.81030 -2.21020 0.37435
C: -2.28197 -3.39785 -0.18617
C: -1.76633 -4.63320 0.20063
C: -0.77041 -4.70506 1.16397
C: -0.30049 -3.52674 1.74281
C: -0.81793 -2.29873 1.35296
H: -4.58240 -2.16554 0.55268
H: -6.86587 -1.69631 -0.25011
H: -7.26050 0.11421 -1.89483
H: -5.33207 1.44404 -2.72873
H: -3.03430 0.95419 -1.89798
H: -3.03563 -3.35973 -0.96550
H: -2.13630 -5.54188 -0.26574
H: -0.35445 -5.66386 1.45327
H: 0.48415 -3.56299 2.49237
H: -0.44858 -1.37809 1.79314

So, what does the Löwdin scheme give us? The charges, in e, come out as: atom 1 (Co): 0.498, atom 2 (O): 0.048, atom 3 (C): -0.301, atom 4 (C): 0.044, atom 5 (C): -0.199, atom 6 (N): 0.084, atom 7 (C): -0.161, atom 8 (C): 0.058, atom 9 (C): -0.616, atom 10 (O): -0.022, atom 11 (O): -0.080, atom 12 (C): -0.639, atom 13 (O): -0.032, atom 14 (O): -0.081, atom 15 (H): 0.093, atom 16 (H): 0.120, atom 17 (H): 0.124, atom 18 (Cl): 0.703, atom 19 (C): -0.660, atom 20 (C): -0.149, atom 21 (C): -0.131, atom 22 (C): -0.160, atom 23 (C): -0.679, atom 24 (Cl): 0.584, atom 25 (C): -0.740, atom 26 (S): 0.542, atom 27 (H): 0.090, atom 28 (H): 0.086, atom 29 (H): 0.083, atom 30 (N): 0.031, atom 31 (C): -0.335, atom 32 (C): -0.159, atom 33 (C): -0.062, atom 34 (C): -0.116, atom 35 (C): -0.130, atom 36 (C): -0.097, atom 37 (C): -0.025, atom 38 (C): -0.155, atom 39 (C): -0.057, atom 40 (C): -0.111, atom 41 (C): -0.123, atom 42 (C): -0.091, atom 43 (C): -0.033, atom 44 (H): 0.103, atom 45 (H): 0.086, atom 46 (H): 0.083, atom 47 (H): 0.092, atom 48 (H): 0.113, atom 49 (H): 0.106, atom 50 (H): 0.088, atom 51 (H): 0.084, atom 52 (H): 0.096, atom 53 (H): 0.106


4.
Formula: C4H11NO
Source: the OMol25 dataset
Level of theory: wB97M-V/def2-TZVPD

Results
relative energy (zero: lowest compared OMol25 entry of this formula, charge and spin) = 158.4 kcal per mole
SMILES string = [H]/N=C\OC.CC
HOMO = -0.3204 Ha
LUMO level = 0.0285 Eh
gap between HOMO and LUMO = 9.49 eV

Geometry (Å):
C: 0.88326 -1.07675 0.24518
C: 2.04906 -0.12873 -0.01452
C: -1.03823 -0.52426 -1.02814
N: -1.69532 -1.54234 -1.27024
H: -1.93413 -2.14024 -0.48683
H: -0.68135 0.19979 -1.74973
H: 0.92460 -1.52147 1.24537
H: 0.91250 -1.92543 -0.43473
H: 3.00336 -0.66103 -0.02326
H: 2.10872 0.64682 0.75158
H: 1.93383 0.36403 -0.98376
C: -1.25041 1.75189 0.62533
O: -1.39439 0.36730 0.37835
H: -0.14093 -0.28735 0.51413
H: -0.20484 1.95982 0.34840
H: -1.19504 2.43952 1.47405
H: -2.28069 2.07844 0.40882

So, what does the Löwdin scheme give us? The charges, in e, come out as: atom 1 (C): -0.216, atom 2 (C): -0.178, atom 3 (C): -0.169, atom 4 (N): 0.136, atom 5 (H): 0.086, atom 6 (H): 0.130, atom 7 (H): 0.070, atom 8 (H): 0.065, atom 9 (H): 0.059, atom 10 (H): 0.060, atom 11 (H): 0.059, atom 12 (C): -0.155, atom 13 (O): -0.288, atom 14 (H): 0.092, atom 15 (H): 0.085, atom 16 (H): 0.072, atom 17 (H): 0.093


Number 1: M 119.2 g/mol, strongest force on any atom 5.2 eV/Å. Number 2: M 93.1 g/mol, strongest force on any atom 4.4 eV/Å. Number 3: M 598.3 g/mol, strongest force on any atom 1.0 eV/Å. Number 4: M 89.1 g/mol, strongest force on any atom 3.4 eV/Å.